Computed, not measured: a 2-piece molecular cluster, C4H11NO2 overall at a distorted geometry, with ωB97M-V with the def2-TZVPD basis set.

The geometry in XYZ format:
```
18
Properties=species:S:1:pos:R:3
O 0.26 0.25 -1.76
O -1.10 -1.16 -0.76
N 1.31 0.24 1.31
C -0.38 -0.90 -1.70
C 0.41 1.36 1.61
C -0.10 -1.77 -2.88
C -0.98 0.95 2.10
H -0.93 0.72 3.15
H 2.15 0.45 1.81
H -1.38 0.19 1.41
H -1.61 1.85 1.96
H 0.94 -0.69 1.39
H 0.26 1.87 0.62
H 0.40 0.72 -0.93
H -0.57 -2.74 -2.98
H 0.79 2.02 2.40
H -0.39 -1.21 -3.76
H 0.93 -2.14 -2.99
```

The calculation puts the molar mass at 105.14 g mol⁻¹. Its largest force on an atom is 2.05 eV/Å. The value obtained for the orbital gap is 10.20 eV. The energy above the lowest of the compared OMol25 structures with the same formula, charge and spin is 0.981 eV. The SMILES is CC(=O)O.CCN. The calculation puts the highest occupied orbital energy at -9.256 eV. As for the LUMO energy: 0.95 eV.